Entry 1:
Computed, not measured: a structure of composition C5H7N at a distorted geometry, with ωB97M-V/def2-TZVPD.

Multiplicity ... 1
Calculated total energy ... -249.33196 Eh
F_max ... 0.07701 hartree/bohr

Each line ends with the natural charge from an NBO analysis.
Positions of all 13 atoms, in Å:
1 N -1.3961 -0.8963 -1.7354  -0.563
2 C -0.4943 -0.6994 -0.8776  0.301
3 C 0.3569 -1.3120 0.1889  -0.482
4 C 0.8287 0.0927 0.5550  -0.210
5 C -0.2735 1.0361 0.9330  -0.420
6 C 0.0817 0.8327 -0.5147  -0.388
7 H 1.1461 -1.9333 -0.2424  0.239
8 H -0.1794 -1.8701 0.9599  0.227
9 H 1.8539 0.2989 0.8036  0.221
10 H 0.0502 1.9526 1.4264  0.228
11 H -1.2289 0.6610 1.2944  0.213
12 H -1.2491 0.1531 -1.7042  0.398
13 H 0.5037 1.6838 -1.0867  0.238

Cartesian forces, eV/Å:
N 0.9510 1.3603 0.8161
C 0.8683 1.9160 0.6127
C 0.2018 -0.1948 0.2851
C 0.6736 -0.2092 0.8377
C -0.0096 -0.2222 0.3060
C 0.2726 -1.0293 0.0504
H -0.0298 0.0157 0.0700
H 0.0588 -0.0193 -0.0786
H 0.1340 0.0625 0.2818
H -0.0706 -0.1351 -0.3350
H 0.1789 -0.0508 0.0269
H -2.7253 -0.5301 -2.8240
H -0.5037 -0.9637 -0.0491

Entry 2:
Computed, not measured: a cluster of 2 separate species, C5H7N in total at a distorted geometry, with ωB97M-V/def2-TZVPD.

Multiplicity ... 1
Structure (SMILES) ... C=C=CC.C#N
Calculated total energy ... -249.34968 Eh
F_max ... 0.06440 hartree/bohr

Each line ends with the natural charge from an NBO analysis.
Positions of all 13 atoms, in Å:
1 C -0.2461 -1.9371 -1.0945  -0.523
2 C 0.0017 -1.0380 -0.1435  0.100
3 C 0.0708 -0.0763 0.7513  -0.294
4 C -0.7725 1.0999 0.7985  -0.621
5 H -0.8443 -2.8126 -0.7575  0.231
6 H 0.4829 -1.9308 -1.8572  0.219
7 H 0.9706 0.1279 1.2711  0.233
8 H -0.0700 2.0092 0.7512  0.220
9 H -1.1837 1.0192 1.7512  0.223
10 H -1.5072 1.0674 0.0411  0.216
11 C 2.2443 1.2713 -0.6019  0.077
12 N 2.8323 1.8745 0.1586  -0.323
13 H 1.7261 0.7317 -1.3649  0.241

Cartesian forces, eV/Å:
C 0.0658 0.2185 3.3039
C -0.8697 -0.0712 -0.1669
C 1.1605 -1.3688 -2.0574
C 1.5582 1.7299 -0.6292
H 0.5621 0.5045 -0.8713
H 0.0295 -0.3084 -1.4810
H 0.8146 -0.9643 1.1136
H -1.4289 -1.0156 0.0031
H -1.2287 0.6819 1.7154
H -0.9263 0.4050 -0.7380
C -0.3918 -0.5301 -1.3252
N 0.6434 0.6919 0.9868
H 0.0113 0.0268 0.1462

Entry 3:
Computed, not measured: an isolated molecule of C5H7N at a distorted geometry, with ωB97M-V/def2-TZVPD.

Multiplicity ... 1
Structure (SMILES) ... C1=CN2C[C@@H]2C1
Calculated total energy ... -249.38638 Eh
F_max ... 0.03664 hartree/bohr

Each line ends with the natural charge from an NBO analysis.
Positions of all 13 atoms, in Å:
1 C 0.4813 0.3200 1.2735  -0.248
2 C -0.7828 0.6677 0.9480  -0.020
3 N -1.0040 0.6549 -0.4369  -0.421
4 C -1.0396 -0.6940 -0.9586  -0.250
5 C 0.2372 0.1870 -1.0398  -0.075
6 C 1.2645 -0.1382 0.0624  -0.463
7 H 0.8908 0.4706 2.2371  0.212
8 H -1.6302 0.9245 1.5508  0.210
9 H -0.9388 -1.5418 -0.2626  0.190
10 H -1.8866 -0.8588 -1.6145  0.211
11 H 0.6542 0.8358 -1.8069  0.219
12 H 1.5197 -1.2117 0.0565  0.217
13 H 2.2281 0.3901 -0.0269  0.217

Cartesian forces, eV/Å:
C -1.3880 0.3830 -0.2814
C 1.7877 -0.1541 0.5741
N -0.1369 -0.0613 0.1595
C 0.3967 -0.0146 -0.4075
C -0.3384 -0.4656 0.0125
C -0.1881 0.1303 0.0125
H 0.3239 -0.3736 0.8948
H 0.0136 0.2505 0.5118
H 0.1298 0.5780 -0.0121
H 0.6468 0.0235 -0.8824
H -0.6575 -0.6098 -0.6251
H -0.1383 0.2954 0.3063
H -0.4513 0.0183 -0.2630